[1]
16
Properties=species:S:1:pos:R:3 method="wB97M-V/def2-TZVPD" e_above_lowest_kcal_mol=116.0 smiles=C[C@]12C[C@H]1[C@H]1N[C@H]12 e_tot_ha=-288.5971 fmax_ev_per_a=2.106 homo_energy_ev=-7.7
C -1.81 -0.26 -0.55
C -0.37 0.07 -0.37
C 0.69 -0.05 -1.40
C 0.77 -0.90 -0.16
C 1.23 -0.16 1.10
N 1.42 1.22 0.84
C 0.03 0.94 0.84
H -2.24 -0.61 0.40
H -1.94 -1.05 -1.29
H -2.38 0.62 -0.86
H 0.37 -0.62 -2.27
H 1.40 0.74 -1.60
H 0.72 -1.97 -0.19
H 0.70 -0.44 2.05
H 1.76 1.79 1.59
H -0.46 0.64 1.80


[2]
15
Properties=species:S:1:pos:R:3 method="wB97M-V/def2-TZVPD" charge=-1 e_above_lowest_kcal_mol=27.0 s_squared=0.753 e_tot_ha=-1065.9033 fmax_ev_per_a=2.481 multiplicity=2 homo_energy_ev="0.3 / -3.4"
C 0.01 -2.25 0.89
C 1.53 -2.47 1.11
O 2.12 -3.33 0.40
C -0.49 -1.06 1.72
S -0.82 0.21 0.47
S -1.14 1.96 1.38
H -0.10 -2.21 -0.18
H -0.57 -3.12 1.27
H 1.99 -1.96 1.98
H -1.39 -1.37 2.26
H 0.19 -0.76 2.53
H -0.13 2.74 1.01
H -0.33 4.51 -5.69
H -0.58 4.18 -4.31
O -0.31 4.91 -4.84


[3]
210
Properties=species:S:1:pos:R:3 method="wB97M-V/def2-TZVPD" e_above_lowest_kcal_mol=0.0 e_tot_ha=-3393.2242 fmax_ev_per_a=1.348 homo_energy_ev=-7.9
C -6.17 -1.13 6.91
C -4.85 -1.89 6.71
N -4.75 -2.73 5.54
C -5.69 -3.85 5.50
C -5.53 -4.80 6.67
C -4.76 -1.98 4.29
C -3.54 -1.06 4.13
H -6.25 -0.29 6.22
H -6.23 -0.76 7.93
H -7.02 -1.78 6.73
H -4.03 -1.16 6.68
H -4.60 -2.47 7.60
H -6.73 -3.51 5.38
H -5.47 -4.42 4.59
H -6.28 -5.59 6.62
H -4.55 -5.28 6.62
H -5.64 -4.32 7.64
H -5.69 -1.39 4.14
H -4.73 -2.70 3.47
H -3.76 -0.07 4.54
H -3.26 -0.93 3.09
H -2.69 -1.42 4.71
C -6.15 -3.23 -7.52
C -6.21 -2.52 -6.17
N -5.18 -1.54 -5.97
C -5.37 -0.86 -4.71
C -4.42 0.30 -4.49
C -3.83 -2.04 -6.21
C -3.36 -3.17 -5.29
H -5.93 -2.50 -8.30
H -7.06 -3.78 -7.74
H -5.32 -3.94 -7.57
H -7.20 -2.05 -6.08
H -6.21 -3.28 -5.35
H -6.39 -0.47 -4.69
H -5.30 -1.56 -3.85
H -3.38 0.01 -4.33
H -4.50 0.99 -5.33
H -4.68 0.86 -3.59
H -3.13 -1.21 -6.11
H -3.75 -2.34 -7.25
H -4.01 -4.05 -5.37
H -3.43 -2.88 -4.24
H -2.36 -3.51 -5.57
C 1.81 2.37 -3.54
C 3.05 1.96 -4.33
N 4.08 1.34 -3.54
C 4.64 2.13 -2.46
C 5.32 3.44 -2.89
C 5.11 0.67 -4.32
C 4.53 -0.37 -5.28
H 1.15 2.96 -4.18
H 2.05 2.98 -2.66
H 1.27 1.50 -3.15
H 2.71 1.22 -5.05
H 3.39 2.84 -4.91
H 3.88 2.41 -1.72
H 5.29 1.49 -1.86
H 4.58 4.16 -3.23
H 5.91 3.85 -2.07
H 6.00 3.26 -3.73
H 5.76 0.16 -3.60
H 5.82 1.33 -4.86
H 4.11 0.09 -6.17
H 3.76 -0.96 -4.79
H 5.31 -1.05 -5.63
C -1.51 1.88 -1.44
C -1.12 0.58 -0.74
N -0.73 0.82 0.64
C 0.41 1.73 0.78
C 1.72 1.20 0.19
C -0.53 -0.41 1.37
C -0.44 -0.23 2.88
H -2.19 2.43 -0.79
H -2.01 1.63 -2.37
H -0.67 2.55 -1.60
H -2.02 -0.04 -0.77
H -0.33 0.06 -1.30
H 0.16 2.69 0.32
H 0.54 1.96 1.84
H 2.50 1.96 0.26
H 2.10 0.35 0.76
H 1.62 0.87 -0.85
H 0.38 -0.96 1.05
H -1.36 -1.08 1.19
H -0.64 -1.20 3.34
H -1.23 0.42 3.26
H 0.51 0.15 3.26
C 4.59 -1.58 -1.21
C 6.09 -1.85 -1.25
N 6.61 -2.12 0.08
C 8.01 -1.79 0.25
C 9.01 -2.64 -0.54
C 6.19 -3.40 0.61
C 6.47 -3.54 2.10
H 4.29 -1.22 -2.20
H 4.35 -0.86 -0.43
H 4.03 -2.49 -1.00
H 6.30 -2.65 -1.98
H 6.59 -0.95 -1.62
H 8.12 -0.74 -0.03
H 8.26 -1.82 1.31
H 8.98 -2.40 -1.61
H 10.01 -2.40 -0.18
H 8.84 -3.70 -0.39
H 6.68 -4.25 0.10
H 5.12 -3.51 0.46
H 6.00 -4.44 2.51
H 6.10 -2.69 2.67
H 7.54 -3.64 2.30
C 5.46 1.29 1.08
C 6.06 2.64 0.81
O 7.24 2.83 0.68
C 5.05 3.78 0.85
H 5.58 1.02 2.13
H 5.90 0.48 0.49
H 4.40 1.18 0.84
H 5.59 4.72 0.80
H 4.52 3.66 1.79
H 4.38 3.69 -0.01
C -0.10 5.39 -2.47
C 0.93 5.57 -1.38
O 2.10 5.69 -1.65
C 0.43 5.67 0.04
H -0.41 6.41 -2.74
H -0.97 4.84 -2.14
H 0.38 4.91 -3.31
H -0.40 4.98 0.20
H 0.06 6.69 0.19
H 1.22 5.48 0.77
C -3.88 4.10 -6.72
C -2.89 4.42 -5.62
O -1.95 5.15 -5.82
C -3.06 3.69 -4.33
H -3.41 4.21 -7.70
H -4.75 4.75 -6.69
H -4.26 3.08 -6.62
H -4.06 3.75 -3.91
H -2.30 3.97 -3.60
H -2.82 2.63 -4.49
C 2.96 1.75 5.95
C 2.94 1.70 4.45
O 3.26 0.71 3.84
C 2.57 2.98 3.73
H 2.18 2.39 6.36
H 3.93 2.13 6.28
H 2.82 0.75 6.36
H 2.79 2.80 2.68
H 3.21 3.79 4.08
H 1.49 3.14 3.81
C -0.87 4.69 3.32
C -1.53 3.52 4.01
O -1.03 3.00 4.98
C -2.80 3.02 3.37
H -1.29 5.65 3.62
H -1.03 4.60 2.25
H 0.19 4.68 3.58
H -2.52 2.57 2.41
H -3.45 3.88 3.22
H -3.30 2.27 3.97
C -0.57 -1.06 -3.99
C 0.75 -1.79 -4.04
O 1.15 -2.36 -5.02
C 1.57 -1.77 -2.78
H -0.50 0.02 -3.93
H -1.16 -1.50 -3.18
H -1.15 -1.33 -4.88
H 2.40 -2.46 -2.88
H 0.98 -2.05 -1.90
H 1.99 -0.77 -2.57
C -2.55 -3.47 0.46
C -1.39 -3.80 -0.44
O -1.17 -3.17 -1.44
C -0.41 -4.85 0.05
H -3.08 -4.37 0.78
H -3.21 -2.76 -0.04
H -2.12 -2.97 1.33
H 0.18 -4.39 0.85
H 0.26 -5.10 -0.77
H -0.91 -5.74 0.42
C -0.39 -6.10 4.28
C -1.22 -4.93 3.81
O -0.71 -3.85 3.60
C -2.71 -5.13 3.66
H 0.62 -5.73 4.45
H -0.36 -6.89 3.53
H -0.79 -6.47 5.22
H -3.15 -4.21 3.30
H -3.15 -5.39 4.62
H -2.87 -5.93 2.92
C 2.66 -2.76 2.90
C 2.77 -2.80 4.41
O 3.59 -3.51 4.94
C 1.69 -2.12 5.22
H 1.91 -3.48 2.57
H 3.63 -3.00 2.48
H 2.33 -1.79 2.53
H 1.58 -1.09 4.90
H 1.95 -2.22 6.27
H 0.77 -2.67 4.97
C -3.45 4.88 0.30
C -4.79 5.06 -0.38
O -4.89 5.06 -1.58
C -5.98 5.30 0.51
H -3.33 5.63 1.09
H -2.66 5.01 -0.43
H -3.33 3.88 0.71
H -6.89 5.00 -0.01
H -6.06 6.36 0.77
H -5.89 4.71 1.43